No. 1
Here is a gas-phase ion, C4H10NS (charge +1) from the OMol25 dataset. Energies are from the ωB97M-V functional and the def2-TZVPD basis.

Positions of all 16 atoms, in Å:
C -0.62 -0.76 1.97
C -0.16 -1.01 0.59
C 1.10 1.13 -0.04
C -0.30 -0.01 -1.77
N -0.08 0.38 -0.40
S -1.79 -1.63 0.74
H -0.12 -1.45 2.77
H -0.98 0.16 2.36
H 0.75 -1.63 0.36
H 1.16 2.02 -0.65
H 0.98 1.51 0.97
H 2.02 0.61 -0.39
H 0.60 -0.13 -2.38
H -0.75 -1.04 -2.02
H -0.99 0.79 -2.13
H -0.83 1.05 0.01

Values from the calculation:
- E_HOMO: -13.81 eV
- SMILES: C[NH+](C)[C@H]1CS1
- ΔE to the lowest compared entry with this formula, charge and spin: 2.254 eV
- Lowest unoccupied orbital energy: -3.2 eV
- Net charge: +1
- E: -611.020410 hartree


No. 2
Here is 3 unconnected molecules or ions with the total composition C40H56BrF7IN3O7S from the OMol25 dataset. Energies are from the ωB97M-V functional and the def2-TZVPD basis.

Positions of all 116 atoms, in Å:
C -0.15 -6.76 1.95
C 0.31 -5.30 1.97
N -0.66 -4.38 2.59
C -1.91 -4.25 1.86
C -2.41 -2.80 1.80
C -1.35 -1.83 1.41
C -1.26 -1.18 0.24
C -2.22 -1.32 -0.90
C -1.76 -2.15 -2.13
C -2.85 -3.13 -2.62
I 0.08 -3.24 -1.79
C -0.14 -0.21 -0.01
O -0.28 0.72 -0.77
C 1.15 -0.47 0.72
C 1.03 -1.12 1.95
C 2.14 -1.44 2.71
C 3.39 -1.10 2.24
C 3.53 -0.44 1.02
S 5.17 -0.03 0.43
O 5.24 1.34 0.03
O 5.62 -1.07 -0.44
C 6.27 -0.13 1.94
F 6.51 -1.43 2.22
F 5.69 0.46 3.00
C 7.62 0.60 1.65
F 7.44 1.91 1.88
F 8.00 0.42 0.38
C 8.78 0.11 2.59
F 9.42 -0.92 2.02
F 8.30 -0.27 3.78
F 9.65 1.11 2.78
C 2.41 -0.12 0.25
Br 2.64 0.67 -1.44
C -0.33 -1.50 2.45
O -0.58 -1.49 3.64
C -0.83 -4.60 3.98
C 0.37 -4.34 4.85
O -1.89 -4.92 4.45
H 0.49 -7.36 1.30
H -0.14 -7.18 2.96
H -1.18 -6.85 1.58
H 1.25 -5.24 2.53
H 0.49 -4.95 0.95
H -2.70 -4.87 2.26
H -1.73 -4.59 0.83
H -3.26 -2.78 1.11
H -2.80 -2.50 2.78
H -3.20 -1.65 -0.55
H -2.36 -0.30 -1.28
H -1.51 -1.46 -2.93
H -3.08 -2.94 -3.67
H -2.52 -4.17 -2.56
H -3.76 -3.03 -2.02
H 2.00 -1.94 3.66
H 4.26 -1.38 2.82
H 0.59 -5.22 5.45
H 1.26 -4.10 4.25
H 0.13 -3.50 5.49
C -6.90 1.38 0.98
C -6.81 0.03 0.27
C -7.95 -0.15 -0.74
C -9.30 -0.43 -0.09
C -9.20 -1.64 0.83
C -8.11 -1.51 1.89
N -6.81 -1.12 1.23
O -6.19 -2.14 0.77
C -8.54 -0.49 2.96
C -7.90 -2.84 2.61
C -5.48 0.02 -0.47
H -7.16 2.16 0.26
H -7.64 1.42 1.77
H -5.94 1.64 1.43
H -7.71 -0.98 -1.41
H -8.00 0.75 -1.37
H -9.65 0.45 0.46
H -10.05 -0.62 -0.86
H -10.15 -1.82 1.34
H -9.00 -2.53 0.22
H -7.69 -0.18 3.57
H -9.27 -0.97 3.62
H -9.02 0.39 2.56
H -7.68 -3.65 1.91
H -8.81 -3.09 3.15
H -7.07 -2.77 3.32
H -4.65 0.03 0.25
H -5.40 0.91 -1.09
H -5.37 -0.85 -1.11
C 4.86 4.78 -5.78
C 4.83 5.88 -4.71
C 6.25 6.37 -4.37
C 7.05 5.37 -3.53
C 6.28 5.02 -2.26
C 4.88 4.48 -2.53
N 4.15 5.42 -3.45
O 3.62 6.41 -2.81
C 4.96 3.06 -3.10
C 4.09 4.39 -1.23
C 4.04 7.04 -5.31
H 5.58 5.05 -6.55
H 5.13 3.80 -5.41
H 3.88 4.69 -6.25
H 6.17 7.31 -3.82
H 6.77 6.59 -5.30
H 7.27 4.48 -4.12
H 8.01 5.82 -3.27
H 6.83 4.26 -1.68
H 6.21 5.91 -1.63
H 4.01 2.76 -3.55
H 5.19 2.36 -2.30
H 5.75 2.94 -3.85
H 4.06 5.33 -0.70
H 4.57 3.64 -0.59
H 3.06 4.07 -1.42
H 3.00 6.76 -5.46
H 4.47 7.29 -6.28
H 4.06 7.93 -4.68

Values from the calculation:
- E_HOMO (alpha / beta): -7.90 / -9.01 eV
- Lowest unoccupied orbital energy (alpha / beta): -1.2 / -1.2 eV
- Multiplicity: 3
- E: -6217.553517 hartree


No. 3
Here is 7 unconnected molecules or ions with the total composition C16H49N10O9 from the OMol25 dataset. Energies are from the ωB97M-V functional and the def2-TZVPD basis.

Positions of all 84 atoms, in Å:
O -0.49 -1.11 1.80
H 0.03 -1.46 1.05
H -1.07 -0.41 1.39
H 1.17 -0.82 2.72
C 4.10 1.93 1.01
O 3.63 0.85 1.60
N 5.08 2.66 1.53
N 3.47 2.34 -0.11
H 5.69 3.13 0.85
H 5.50 2.34 2.38
H 3.61 3.27 -0.54
H 2.63 1.86 -0.45
C 1.99 -3.07 -0.82
O 1.11 -2.25 -0.58
N 2.54 -3.91 0.11
N 2.46 -3.16 -2.13
H 2.36 -3.58 1.07
H 3.55 -4.14 0.05
H 2.94 -4.00 -2.43
H 2.10 -2.61 -2.87
C -1.71 1.96 0.18
O -1.60 1.16 1.14
N -2.91 2.50 -0.16
N -0.61 2.39 -0.51
H -2.95 3.24 -0.87
H -3.66 2.31 0.47
H 0.14 1.65 -0.52
H -0.87 2.52 -1.46
C 0.96 0.30 -2.99
O 1.39 0.77 -1.95
N 0.29 -0.95 -3.03
N 1.15 0.97 -4.21
H -0.66 -0.89 -3.48
H 0.22 -1.27 -2.07
H 0.82 0.54 -5.05
H 1.42 1.91 -4.15
C -3.00 -3.79 -1.40
O -3.17 -2.66 -2.19
C -2.70 -1.46 -1.54
C -3.08 -0.25 -2.37
N -2.40 -0.32 -3.70
C -2.29 1.03 -4.33
C -3.62 1.81 -4.56
O -3.90 2.66 -3.45
C -5.12 3.41 -3.69
H -3.70 -3.76 -0.57
H -1.94 -3.94 -1.13
H -3.29 -4.65 -2.04
H -1.64 -1.51 -1.26
H -3.16 -1.42 -0.58
H -2.84 0.71 -1.86
H -4.22 -0.21 -2.37
H -2.79 -1.03 -4.27
H -1.89 0.87 -5.36
H -1.59 1.73 -3.76
H -4.49 1.11 -4.64
H -3.57 2.40 -5.54
H -6.01 2.89 -3.39
H -5.22 3.76 -4.70
H -5.03 4.26 -3.01
C 1.58 -4.38 4.01
O 1.88 -3.12 3.45
C 2.77 -2.37 4.29
C 3.10 -1.10 3.53
N 1.88 -0.23 3.26
C 1.26 0.29 4.45
C 0.28 1.37 4.17
O 1.06 2.43 3.73
C 0.43 3.66 3.51
H 1.07 -5.03 3.31
H 0.90 -4.27 4.86
H 2.38 -4.95 4.45
H 3.70 -2.87 4.49
H 2.30 -2.14 5.24
H 3.45 -1.20 2.49
H 3.77 -0.45 4.13
H 2.10 0.56 2.59
H 2.10 0.83 4.95
H 0.83 -0.55 5.08
H -0.19 1.75 5.10
H -0.53 1.13 3.37
H 1.17 4.36 3.32
H -0.25 3.97 4.32
H -0.22 3.70 2.66

Values from the calculation:
- E_HOMO: -11.18 eV
- ΔE to the lowest compared entry with this formula, charge and spin: 0.047 eV
- Lowest unoccupied orbital energy: -1.5 eV
- Net charge: +1
- E: -1863.631337 hartree


No. 4
Here is a molecular structure, C13H31N4O4PtS from the OMol25 dataset. Energies are from the ωB97M-V functional and the def2-TZVPD basis.

Positions of all 54 atoms, in Å:
Pt 0.79 0.18 -1.27
N 2.79 0.13 -1.21
C 3.27 -0.98 -0.35
C 3.58 -0.58 1.06
C 3.84 0.85 1.44
C 2.62 1.76 1.71
N 1.89 1.31 2.91
C 0.95 2.09 3.52
N 0.83 3.37 3.20
N 0.24 1.58 4.57
C 2.11 -2.00 -0.45
O 2.26 -3.15 -0.87
O 0.96 -1.47 -0.14
H 3.04 0.03 -2.19
H 3.17 1.01 -0.92
H 4.14 -1.47 -0.79
H 4.41 -1.20 1.46
H 2.70 -0.94 1.61
H 4.61 1.37 0.84
H 4.35 0.88 2.43
H 2.01 1.84 0.80
H 3.05 2.72 1.96
H 1.81 0.29 2.99
H 1.33 3.72 2.41
H 0.25 3.97 3.80
H 0.37 0.57 4.71
H -0.68 1.97 4.81
C -3.77 0.08 1.45
C -4.52 0.03 0.10
C -3.67 0.24 -1.13
S -2.20 -0.92 -1.17
O -1.20 0.29 -1.49
C -2.28 -1.97 -2.73
C -2.16 -3.51 -2.68
C -0.89 -4.08 -2.01
H -4.38 0.46 2.31
H -2.92 0.80 1.35
H -3.37 -0.90 1.73
H -5.19 0.92 0.11
H -5.14 -0.87 -0.02
H -3.24 1.27 -1.23
H -4.34 -0.06 -1.96
H -1.43 -1.50 -3.28
H -3.24 -1.61 -3.20
H -2.35 -3.91 -3.71
H -3.09 -3.85 -2.14
H 0.00 -3.62 -2.47
H -0.79 -5.16 -2.12
H -0.86 -3.86 -0.95
C -0.02 2.77 -2.56
O 0.81 1.70 -2.50
H 0.08 3.14 -3.60
H 0.49 3.57 -1.99
H -1.04 2.70 -2.15

Values from the calculation:
- E_HOMO (alpha / beta): -7.08 / -10.80 eV
- Lowest unoccupied orbital energy (alpha / beta): -2.9 / -2.9 eV
- Multiplicity: 3
- Net charge: +1
- E: -1551.044409 hartree


No. 5
Here is a molecular structure, C9H21BrN3O3Ti from the OMol25 dataset. Energies are from the ωB97M-V functional and the def2-TZVPD basis.

Positions of all 38 atoms, in Å:
Ti 6.27 -17.09 -6.53
Br 4.31 -19.05 -6.35
C 3.30 -17.52 -2.85
C 1.86 -17.21 -3.28
O 1.07 -16.71 -2.50
N 1.60 -17.53 -4.57
C 0.27 -17.34 -5.12
H 3.97 -16.97 -3.51
H 3.44 -18.60 -2.87
H 3.40 -17.25 -1.80
H 2.34 -17.95 -5.11
H 0.29 -16.45 -5.75
H -0.45 -17.22 -4.32
H -0.04 -18.15 -5.78
C 7.23 -22.75 -5.70
C 6.18 -23.23 -6.68
O 6.24 -24.37 -7.13
N 5.21 -22.37 -7.00
C 4.13 -22.68 -7.92
H 6.81 -22.32 -4.79
H 7.86 -21.98 -6.17
H 7.85 -23.60 -5.44
H 5.24 -21.44 -6.62
H 3.18 -22.77 -7.39
H 4.27 -23.66 -8.38
H 4.09 -21.92 -8.70
C 0.85 -20.39 -7.88
C 0.41 -20.91 -6.51
O -0.73 -21.27 -6.30
N 1.40 -20.92 -5.59
C 1.22 -21.19 -4.18
H 1.94 -20.26 -7.91
H 0.36 -19.47 -8.17
H 0.63 -21.15 -8.63
H 2.31 -20.56 -5.82
H 0.22 -21.57 -3.96
H 1.25 -20.24 -3.63
H 1.93 -21.92 -3.79

Values from the calculation:
- E_HOMO (alpha / beta): -8.54 / -9.40 eV
- Lowest unoccupied orbital energy (alpha / beta): -1.7 / -1.6 eV
- Multiplicity: 4
- E: -4168.964431 hartree